Entry 1:
Computed, not measured: a molecular structure, C28H42N9O2Rh, with the ωB97M-V functional and the def2-TZVPD basis.

Summary:
**Gap between HOMO and LUMO (alpha / beta)**: 6.9 / 7.8 eV
**2S+1**: 5

Last column: Mulliken charge in e.
Geometry (Å):
Rh  1.2156  -0.2260  -0.5897  0.19
N  3.6674  0.2882  -0.5438  -0.24
C  3.9931  1.4610  -1.3493  -0.76
C  3.1083  1.4951  -2.5864  -0.62
N  1.7031  1.4328  -2.1717  -0.40
H  3.9713  0.3738  0.4169  0.21
H  4.0627  -0.5607  -0.9304  0.16
H  5.0410  1.5019  -1.6548  0.39
H  3.7919  2.3504  -0.7477  0.37
H  3.3245  0.6274  -3.2146  0.34
H  3.3321  2.3938  -3.1652  0.39
H  1.0527  1.4614  -2.9496  0.20
H  1.4625  2.2325  -1.5955  0.14
C  -0.4164  -0.0848  3.2829  -1.62
C  1.0106  -0.3475  2.7446  4.53
C  1.1346  -1.8516  2.4793  -2.10
C  1.2380  0.4039  1.4556  -1.85
C  2.0137  0.1309  3.8047  -0.39
C  2.0216  1.4702  4.2031  -0.10
C  2.9070  1.9357  5.1621  -0.91
C  3.8182  1.0678  5.7540  -0.40
C  3.8259  -0.2623  5.3691  -0.79
C  2.9331  -0.7242  4.4061  -0.50
H  -1.1597  -0.4707  2.5809  0.28
H  -0.6000  0.9839  3.4192  0.25
H  -0.5537  -0.5832  4.2473  0.41
H  0.4339  -2.1328  1.6877  0.12
H  0.8986  -2.4483  3.3645  0.50
H  2.1360  -2.1178  2.1343  0.47
H  1.4377  1.4750  1.5734  0.51
H  1.3246  2.1687  3.7529  0.30
H  2.8887  2.9810  5.4479  0.37
H  4.5092  1.4270  6.5064  0.39
H  4.5283  -0.9537  5.8186  0.38
H  2.9692  -1.7681  4.1247  0.42
N  1.9472  -2.1300  -1.3142  -0.66
C  1.8222  -3.1578  -0.7751  0.41
C  1.6670  -4.3543  -0.1079  0.09
C  2.7026  -4.8343  0.7400  0.14
N  3.5540  -5.1994  1.4282  -0.56
C  0.4082  -5.0107  -0.2162  0.24
N  -0.6346  -5.4935  -0.3307  -0.58
C  -1.4144  -2.2829  -5.1832  -0.74
C  -0.3319  -1.2584  -4.9171  -0.69
N  -0.1650  -1.1025  -3.4864  0.36
C  -1.1562  -1.2397  -2.5531  -0.82
N  -0.8904  -0.9224  -1.3213  1.70
C  -1.9052  -1.1596  -0.3037  -0.12
C  -2.8395  -2.2923  -0.6768  -0.71
C  -3.4253  -1.9893  -2.0412  -0.71
N  -2.3491  -1.7457  -2.9906  0.24
C  -2.6525  -1.8790  -4.4079  -0.63
H  -1.0806  -3.2652  -4.8430  0.30
H  -1.6364  -2.3389  -6.2487  0.38
H  -0.6063  -0.3069  -5.3865  0.30
H  0.6182  -1.5757  -5.3441  0.40
H  0.7467  -0.9400  -3.0959  0.04
H  -2.4929  -0.2454  -0.1442  -0.44
H  -1.4005  -1.3738  0.6374  -0.41
H  -3.6355  -2.4062  0.0604  0.40
H  -2.2783  -3.2294  -0.7197  0.18
H  -4.1045  -1.1285  -1.9897  0.19
H  -4.0016  -2.8393  -2.4074  0.50
H  -3.0578  -0.9422  -4.8104  0.26
H  -3.4279  -2.6376  -4.5079  0.37
O  -1.3094  2.5632  -2.3354  -0.67
C  -1.4521  2.4193  -1.1482  0.02
O  -0.4351  2.1097  -0.3464  -0.21
C  -2.7757  2.6002  -0.4235  0.71
N  -2.6581  2.2236  0.9961  -0.45
C  -3.0372  3.3875  1.8238  -0.76
C  -3.9000  4.2539  0.9101  -0.60
C  -3.1975  4.0863  -0.4360  -0.92
H  -3.5138  1.9920  -0.9471  0.29
H  -0.8094  1.9104  0.5418  0.19
H  -3.2345  1.4241  1.2120  0.25
H  -2.1380  3.9333  2.1190  0.24
H  -3.5411  3.0611  2.7314  0.41
H  -3.9593  5.2927  1.2324  0.39
H  -4.9138  3.8479  0.8614  0.28
H  -2.3118  4.7238  -0.4748  0.36
H  -3.8184  4.3213  -1.2972  0.37

=====

Entry 2:
Computed, not measured: a molecular structure, C28H42N9O2Rh, with the ωB97M-V functional and the def2-TZVPD basis.

Summary:
**Gap between HOMO and LUMO (alpha / beta)**: 6.5 / 7.2 eV
**2S+1**: 5

Last column: Mulliken charge in e.
Geometry (Å):
Rh  -0.0163  0.2733  0.6490  0.13
N  2.3204  1.2875  1.0737  -0.20
C  2.2304  2.5350  1.8317  -0.67
C  1.1038  2.4211  2.8506  -0.44
N  -0.1578  2.1800  2.1464  -0.31
H  2.7668  0.5660  1.6313  0.14
H  2.8462  1.4007  0.2170  0.24
H  1.9925  3.3503  1.1468  0.26
H  3.1620  2.7892  2.3484  0.42
H  1.0778  3.3347  3.4542  0.46
H  1.3006  1.5735  3.5136  0.09
H  -0.3285  2.9404  1.4906  0.16
H  -0.9351  2.1456  2.7935  0.24
C  -4.5266  -0.4449  -0.2448  -1.94
C  -3.1400  0.0979  -0.6166  3.32
C  -3.2635  1.6157  -0.7991  -1.58
C  -2.0879  -0.2836  0.4047  -2.05
C  -2.6052  -0.5767  -1.8842  0.09
C  -2.7266  -1.9562  -2.0845  -0.40
C  -2.2116  -2.5696  -3.2127  -0.89
C  -1.5555  -1.8262  -4.1864  -0.89
C  -1.4273  -0.4587  -4.0060  -0.91
C  -1.9446  0.1546  -2.8757  1.49
H  -4.8918  0.0688  0.6457  0.45
H  -4.5042  -1.5122  -0.0293  0.36
H  -5.2356  -0.2756  -1.0599  0.41
H  -3.8849  2.0303  -0.0047  0.55
H  -3.7322  1.8529  -1.7582  0.40
H  -2.2864  2.0951  -0.7361  0.00
H  -2.3228  -1.2268  0.9094  0.47
H  -3.2209  -2.5697  -1.3427  0.27
H  -2.3189  -3.6407  -3.3309  0.40
H  -1.1487  -2.3085  -5.0655  0.41
H  -0.9180  0.1351  -4.7578  0.33
H  -1.8470  1.2285  -2.7714  -0.11
N  0.9299  -0.8938  -0.8508  -0.50
C  1.1607  -2.0000  -1.1352  0.66
C  1.5539  -3.2816  -1.4646  0.04
C  0.8028  -4.3905  -1.0233  0.03
N  0.1998  -5.2948  -0.6324  -0.62
C  2.7452  -3.4513  -2.2035  -0.01
N  3.7353  -3.5684  -2.7868  -0.57
C  3.9030  -3.1665  3.0669  -0.79
C  3.3673  -2.8830  1.6772  -0.62
N  2.4005  -1.8002  1.7813  0.32
C  1.4272  -1.7927  2.7559  -0.28
N  0.3588  -1.0808  2.5529  0.78
C  -0.6881  -1.0849  3.5620  -1.09
C  -0.1155  -1.2427  4.9618  -0.66
C  0.7217  -2.5072  4.9807  -0.73
N  1.7114  -2.4628  3.9162  0.17
C  2.7231  -3.5121  3.9568  -0.60
H  4.4055  -2.2776  3.4544  0.30
H  4.6126  -3.9928  3.0479  0.39
H  2.9158  -3.7907  1.2596  0.30
H  4.1610  -2.5663  1.0011  0.41
H  2.0315  -1.4592  0.9033  -0.10
H  -1.3846  -1.9058  3.3577  0.39
H  -1.2526  -0.1570  3.4674  0.23
H  -0.9114  -1.3081  5.7040  0.42
H  0.5156  -0.3831  5.2022  0.22
H  0.0751  -3.3865  4.8685  0.30
H  1.2568  -2.6065  5.9274  0.42
H  2.2877  -4.4687  3.6400  0.31
H  3.0434  -3.6219  4.9941  0.35
O  -0.1116  4.1755  -0.2793  -0.67
C  0.1398  3.4780  -1.2299  -0.14
O  0.3375  2.1690  -1.1197  -0.01
C  0.2172  3.9915  -2.6594  0.29
N  0.7644  2.9574  -3.5496  -0.47
C  -0.1280  2.7928  -4.7181  0.05
C  -1.0610  4.0013  -4.6940  -0.82
C  -1.1974  4.2887  -3.1987  -0.43
H  0.8112  4.9077  -2.6489  0.50
H  0.5610  1.8272  -2.0173  0.27
H  1.7089  3.1722  -3.8328  0.24
H  -0.7010  1.8701  -4.5990  -0.58
H  0.4426  2.7166  -5.6423  0.53
H  -2.0185  3.7942  -5.1688  0.43
H  -0.5986  4.8520  -5.1993  0.30
H  -1.9223  3.6072  -2.7466  -0.16
H  -1.5000  5.3092  -2.9791  0.48

=====

Entry 3:
Computed, not measured: a molecular structure, C28H43AsN6O5RuS5Si, with the ωB97M-V functional and the def2-TZVPD basis.

Summary:
**Gap between HOMO and LUMO (alpha / beta)**: 5.5 / 5.3 eV
**Net charge**: -1
**2S+1**: 6

Last column: Mulliken charge in e.
Geometry (Å):
Ru  -0.1541  0.4630  0.4616  0.79
N  3.9838  0.7528  -0.7194  -0.16
C  4.6736  -0.4275  -0.4618  0.13
C  6.0540  -0.4176  -0.2672  -0.71
C  6.7351  -1.6011  -0.0527  -0.50
C  6.0500  -2.8121  -0.0077  -0.80
C  4.6778  -2.8246  -0.1792  -0.62
C  3.9901  -1.6404  -0.4216  0.83
S  2.2725  -1.6577  -0.7514  -0.22
N  1.7841  -0.1258  -0.3572  0.25
C  2.6428  0.9172  -0.3763  -0.25
C  2.1694  2.1949  -0.0295  1.37
C  2.9337  3.3933  -0.0765  -1.35
C  2.3778  4.5711  0.3350  -0.61
C  1.0497  4.5919  0.7939  -1.31
C  0.3406  3.4069  0.7905  -0.63
N  0.8557  2.2437  0.3958  0.56
H  4.5443  1.5833  -0.6260  0.09
H  6.5853  0.5270  -0.2853  0.34
H  7.8065  -1.5781  0.0973  0.36
H  6.5797  -3.7350  0.1821  0.37
H  4.1235  -3.7513  -0.1133  0.40
H  3.9440  3.3961  -0.4640  0.35
H  2.9581  5.4843  0.2935  0.41
H  0.5768  5.5020  1.1309  0.44
H  -0.6994  3.3689  1.0863  0.88
S  2.5988  -2.2469  4.5942  -0.34
As  0.9825  -1.9271  3.1790  0.71
S  0.8808  0.1668  2.7092  -0.44
S  1.3000  -3.1547  1.4140  -0.32
S  -0.5004  -2.8011  4.4143  -0.53
C  -0.3036  2.2816  -3.0764  -1.12
C  -1.6149  1.5822  -3.4054  1.84
C  -1.4763  0.0775  -3.2284  -1.32
C  -2.0434  1.9160  -4.8299  -2.05
O  -2.6735  2.0546  -2.5686  0.74
Si  -2.8035  2.2730  -0.9302  -1.60
O  -1.9375  1.3321  -0.0039  0.56
O  -4.4232  2.1022  -0.6462  -0.14
C  -5.2668  0.9835  -0.8900  2.37
C  -5.7145  0.9982  -2.3499  -1.61
C  -4.5496  -0.3238  -0.5608  -1.55
C  -6.4684  1.1654  0.0294  -2.04
O  -2.4866  3.8557  -0.5888  -0.05
C  -2.9344  5.0731  -1.1678  1.97
C  -1.9791  5.4440  -2.2978  -1.33
C  -2.8687  6.1120  -0.0545  -1.68
C  -4.3589  4.9621  -1.7014  -1.59
H  0.4792  1.9597  -3.7669  0.57
H  0.0189  2.0376  -2.0656  -0.02
H  -0.4136  3.3646  -3.1500  0.22
H  -0.7280  -0.3332  -3.9091  0.49
H  -2.4324  -0.4119  -3.4269  0.31
H  -1.1669  -0.1681  -2.2120  -0.07
H  -1.2856  1.5929  -5.5456  0.37
H  -2.1899  2.9922  -4.9367  0.38
H  -2.9843  1.4168  -5.0667  0.35
H  -4.8519  0.9249  -3.0093  0.06
H  -6.2320  1.9336  -2.5708  0.37
H  -6.3930  0.1661  -2.5517  0.46
H  -3.6807  -0.4661  -1.2041  -0.23
H  -5.2293  -1.1683  -0.6986  0.68
H  -4.1958  -0.3099  0.4711  0.28
H  -6.9558  2.1181  -0.1813  0.40
H  -6.1429  1.1681  1.0701  0.40
H  -7.1929  0.3609  -0.1123  0.39
H  -0.9558  5.4840  -1.9201  0.28
H  -2.2387  6.4171  -2.7215  0.53
H  -2.0301  4.6946  -3.0878  0.00
H  -1.8459  6.1935  0.3160  0.18
H  -3.5113  5.8098  0.7727  0.39
H  -3.1923  7.0908  -0.4141  0.40
H  -4.4124  4.2326  -2.5101  0.15
H  -4.6836  5.9330  -2.0824  0.54
H  -5.0395  4.6380  -0.9153  0.27
C  -3.4493  -3.5284  2.3804  -1.06
N  -2.6926  -2.8719  1.3419  0.52
C  -2.0061  -3.5694  0.2750  -0.30
C  -1.1468  -2.4606  -0.3140  -0.68
O  -0.4910  -2.5542  -1.3248  -0.62
N  -1.2343  -1.3637  0.5171  1.62
C  -2.1235  -1.6573  1.4634  -1.51
N  -2.4590  -0.8130  2.4454  -0.14
H  -3.9232  -4.4109  1.9539  0.39
H  -4.2380  -2.8660  2.7389  0.29
H  -2.8146  -3.8324  3.2181  0.26
H  -2.6921  -3.9797  -0.4661  0.33
H  -1.3471  -4.3540  0.6579  0.30
H  -1.8654  0.0101  2.4993  0.18
H  -2.6532  -1.2345  3.3427  0.35

=====

Computed energy relative to the best compared isomer or geometry (same formula, charge and spin) (eV) in order:
0.000 0.276 1.471